Below is a molecular structure, C19H40N6O2RuSSi2 at a distorted geometry, with properties calculated with wB97M-V/def2-TZVPD.

* HOMO energy (alpha / beta): -0.3485 / -0.3748 Ha
* calculated total energy: -62556.377 eV
* charge: +1
* ΔE to the lowest compared entry with this formula, charge and spin: 32.2 kcal/mol
* LUMO (alpha / beta): -2.33 / -3.49 eV
* 2S+1: 2
* F_max: 0.0472 hartree/bohr
* <S²>: 1.19

Structure (XYZ):
```
71
C19H40N6O2RuSSi2 wB97M-V/def2-TZVPD
Ru -0.244 0.051 0.726
C -3.223 2.397 -3.372
O -2.400 2.647 -2.225
C -1.651 1.696 -1.694
O -1.022 1.912 -0.672
N -1.638 0.484 -2.312
N -0.835 -0.502 -1.746
H -3.844 3.281 -3.471
H -3.859 1.524 -3.225
H -2.617 2.286 -4.273
H -1.953 0.373 -3.260
H 0.049 -0.599 -2.232
H -1.328 -1.385 -1.722
C 4.029 -1.135 1.230
Si 2.711 -1.109 -0.096
C 3.113 -2.224 -1.549
C 2.541 0.647 -0.778
N 1.144 -1.540 0.598
C 0.677 -2.740 0.919
C 1.460 -3.935 0.972
C 0.892 -5.126 1.295
C -0.498 -5.211 1.592
C -1.273 -4.097 1.549
C -0.707 -2.824 1.224
N -1.386 -1.689 1.182
Si -3.103 -1.325 1.252
C -3.148 0.476 1.806
C -4.177 -2.277 2.457
C -3.816 -1.528 -0.475
H 4.973 -0.735 0.851
H 4.223 -2.146 1.598
H 3.724 -0.524 2.084
H 4.007 -1.867 -2.068
H 2.294 -2.246 -2.273
H 3.301 -3.255 -1.244
H 3.303 1.311 -0.363
H 1.577 1.100 -0.548
H 2.654 0.665 -1.866
H 2.520 -3.866 0.758
H 1.501 -6.019 1.330
H -0.929 -6.167 1.857
H -2.335 -4.141 1.765
H -2.921 0.545 2.873
H -4.140 0.913 1.653
H -2.441 1.122 1.278
H -3.689 -2.475 3.414
H -4.503 -3.235 2.042
H -5.077 -1.691 2.662
H -3.565 -0.679 -1.116
H -4.906 -1.592 -0.422
H -3.458 -2.445 -0.954
C 0.774 0.800 6.028
N 0.846 0.620 4.578
C 0.189 -0.595 4.123
C 1.280 1.593 3.755
S 0.694 1.833 2.154
N 2.171 2.487 4.227
C 2.475 3.699 3.468
C 3.178 2.151 5.233
H -0.216 0.487 6.361
H 0.906 1.844 6.292
H 1.510 0.191 6.554
H 0.637 -1.445 4.640
H 0.312 -0.735 3.056
H -0.878 -0.567 4.355
H 1.562 4.179 3.131
H 3.084 3.473 2.591
H 3.013 4.384 4.121
H 3.142 1.099 5.489
H 3.054 2.750 6.136
H 4.163 2.366 4.818
```


Below is a molecular structure, C19H41BBr2F4KN3O9 at a distorted geometry, with properties calculated with wB97M-V/def2-TZVPD.

* HOMO energy: -0.3301 Ha
* calculated total energy: -211230.481 eV
* charge: 0
* LUMO: -1.46 eV
* 2S+1: 1
* F_max: 0.0235 hartree/bohr

Structure (XYZ):
```
80
C19H41BBr2F4KN3O9 wB97M-V/def2-TZVPD
K 3.941 -12.613 26.023
B 4.875 -10.634 28.482
F 5.517 -10.324 29.667
F 5.879 -10.945 27.509
F 4.095 -11.819 28.580
F 4.029 -9.634 28.007
C 1.378 -10.839 30.210
C 0.412 -9.706 29.993
O 0.170 -9.058 31.240
C -0.634 -7.997 31.298
O -0.741 -7.319 32.281
O -1.240 -7.754 30.131
C -2.134 -6.639 30.147
H 0.925 -11.626 30.815
H 2.320 -10.532 30.666
H 1.667 -11.258 29.246
H -0.498 -10.043 29.495
H 0.845 -8.980 29.293
H -1.597 -5.720 30.374
H -2.919 -6.781 30.888
H -2.558 -6.591 29.150
C 6.835 -8.465 25.674
C 7.341 -9.463 24.675
O 8.701 -9.114 24.336
C 9.400 -10.077 23.743
O 8.982 -11.168 23.434
O 10.645 -9.658 23.583
C 11.458 -10.478 22.750
H 5.820 -8.757 25.967
H 6.670 -7.487 25.223
H 7.436 -8.443 26.577
H 6.770 -9.418 23.743
H 7.307 -10.490 25.035
H 10.908 -10.807 21.867
H 11.696 -11.412 23.273
H 12.359 -9.930 22.517
C 3.745 -6.293 28.761
O 4.030 -5.296 28.129
N 3.673 -6.355 30.110
C 3.131 -7.506 30.785
C 3.861 -5.173 30.903
H 3.594 -7.258 28.252
H 3.879 -7.959 31.442
H 2.801 -8.254 30.068
H 2.279 -7.239 31.418
H 4.520 -5.359 31.754
H 4.264 -4.371 30.292
H 2.911 -4.811 31.317
C 7.348 -14.334 28.767
O 8.356 -14.617 28.151
N 6.135 -14.926 28.616
C 5.053 -14.658 29.540
C 5.961 -16.050 27.731
H 7.346 -13.541 29.534
H 5.383 -14.021 30.359
H 4.655 -15.582 29.962
H 4.240 -14.119 29.042
H 5.667 -16.943 28.283
H 5.170 -15.849 26.988
H 6.848 -16.224 27.127
C 5.254 -12.200 32.545
O 5.461 -13.391 32.727
N 5.386 -11.235 33.481
C 5.085 -9.864 33.178
C 5.556 -11.605 34.861
H 5.014 -11.821 31.541
H 4.685 -9.796 32.164
H 5.950 -9.198 33.211
H 4.305 -9.459 33.830
H 5.497 -12.681 34.996
H 6.525 -11.307 35.277
H 4.804 -11.119 35.491
Br 10.276 -8.941 30.391
C 8.564 -9.874 30.572
C 8.606 -10.844 31.719
Br 8.508 -9.941 33.432
H 8.408 -10.374 29.620
H 7.805 -9.107 30.683
H 9.474 -11.493 31.664
H 7.723 -11.482 31.693
```


Below is 4 unconnected molecules or ions with the total composition C19H41BBr6FN2O3 at a distorted geometry, with properties calculated with wB97M-V/def2-TZVPD.

* HOMO energy: -0.1678 Ha
* calculated total energy: -453134.673 eV
* charge: -1
* LUMO: 1.97 eV
* 2S+1: 1
* F_max: 0.0949 hartree/bohr

Structure (XYZ):
```
73
C19H41BBr6FN2O3 wB97M-V/def2-TZVPD
C 0.521 2.081 0.081
C -0.689 1.699 -0.916
N -1.821 1.067 -0.214
B -2.142 -0.367 -0.657
C -2.841 -0.205 -2.194
C -2.260 -1.213 -3.274
C -2.813 -2.692 -3.054
F -2.700 -3.366 -4.330
C -3.372 -0.916 0.249
C -2.932 -1.062 1.866
C -4.191 -1.568 2.877
O -2.917 -2.441 2.387
O -0.922 -1.138 -0.839
C -0.704 -2.359 -0.210
C 0.268 -2.155 1.069
N 1.418 -3.096 1.090
C 2.430 -2.780 0.063
C 3.120 -1.371 0.226
C 4.269 -1.167 -0.870
O 3.714 -1.318 1.535
H 0.309 3.143 0.434
H 1.505 2.128 -0.466
H 0.535 1.449 1.013
H -1.069 2.713 -1.283
H -0.322 1.173 -1.840
H -1.609 1.152 0.783
H -3.966 -0.421 -2.145
H -2.757 0.839 -2.617
H -1.146 -1.178 -3.421
H -2.715 -0.901 -4.275
H -3.890 -2.678 -2.699
H -2.185 -3.292 -2.342
H -3.711 -1.969 -0.021
H -4.267 -0.232 0.240
H -2.186 -0.274 2.300
H -4.681 -2.576 2.942
H -4.895 -1.254 2.005
H -1.572 -2.982 0.141
H -0.103 -3.035 -0.913
H 0.600 -1.076 1.171
H -0.312 -2.373 2.024
H 1.098 -4.063 0.953
H 2.049 -2.896 -1.005
H 3.255 -3.560 0.167
H 2.343 -0.569 0.040
H 4.002 -1.753 -1.797
H 5.282 -1.490 -0.501
H 4.307 -0.072 -1.131
H 3.949 -0.399 1.738
Br 7.425 -5.521 4.441
C 6.406 -3.858 4.477
C 5.658 -3.643 3.187
Br 6.847 -3.035 1.769
H 7.111 -3.060 4.703
H 5.711 -3.970 5.309
H 4.920 -2.847 3.297
H 5.162 -4.540 2.822
Br -0.291 5.818 0.318
C 0.413 6.364 2.050
C 1.870 6.738 1.956
Br 3.002 5.155 1.846
H 0.223 5.546 2.742
H -0.186 7.227 2.341
H 2.193 7.255 2.860
H 2.100 7.353 1.089
Br -2.005 2.731 -4.002
C -3.436 4.043 -4.145
C -4.563 3.725 -3.194
Br -5.658 2.258 -3.861
H -3.747 4.065 -5.188
H -2.975 4.997 -3.888
H -5.244 4.573 -3.109
H -4.219 3.439 -2.201
```


Below is a molecular structure, C19H41BMgN6Si4Te at a distorted geometry, with properties calculated with wB97M-V/def2-TZVPD.

* HOMO energy: -0.2562 Ha
* calculated total energy: -74237.126 eV
* charge: 0
* ΔE to the lowest compared entry with this formula, charge and spin: 85.9 kcal/mol
* LUMO: -0.22 eV
* 2S+1: 1
* F_max: 0.1004 hartree/bohr

Structure (XYZ):
```
73
C19H41BMgN6Si4Te wB97M-V/def2-TZVPD
H -2.098 -0.509 -2.488
N -2.783 1.320 -1.586
B -4.184 3.170 -0.496
N -4.033 1.825 -1.269
C -4.968 0.999 -1.773
Mg -0.899 2.517 -0.401
H -5.990 1.262 -1.666
C -4.312 -0.132 -2.342
H -4.732 -1.014 -2.724
C -2.947 0.144 -2.227
H -5.295 3.587 -0.492
C 0.582 3.899 0.287
H 1.412 3.145 0.344
H 0.291 4.151 1.325
H 1.009 4.774 -0.222
N -3.180 4.110 -1.175
N -3.654 2.963 0.943
N -1.798 3.870 -1.302
N -2.320 2.613 1.136
C -3.489 5.299 -1.699
C -4.261 3.071 2.129
H -4.493 5.636 -1.677
H -5.321 3.309 2.153
C -2.327 5.870 -2.196
C -3.340 2.797 3.127
C -1.278 4.968 -1.933
C -2.121 2.557 2.463
H -2.255 6.816 -2.666
H -3.513 2.757 4.186
H -0.210 5.103 -2.091
H -1.135 2.351 2.892
H -1.487 0.830 -0.712
C -0.577 -3.866 -1.367
Si 0.996 -2.859 -1.579
C 2.476 -3.967 -1.927
C 0.789 -1.595 -2.958
Si 1.461 -1.765 0.413
Te -0.514 -0.213 0.644
Si 1.559 -3.277 2.217
C 2.904 -4.552 1.868
C 1.976 -2.310 3.778
C -0.096 -4.150 2.420
Si 3.438 -0.533 0.296
C 4.850 -1.780 0.312
C 3.437 0.445 -1.309
C 3.550 0.625 1.772
H -0.850 -4.249 -2.361
H -1.418 -3.272 -0.986
H -0.430 -4.723 -0.696
H 2.274 -4.455 -2.892
H 3.413 -3.402 -2.021
H 2.617 -4.748 -1.170
H 0.093 -0.784 -2.718
H 1.753 -1.152 -3.242
H 0.398 -2.146 -3.827
H 3.893 -4.105 1.714
H 2.966 -5.212 2.746
H 2.671 -5.177 0.997
H 1.293 -1.464 3.928
H 1.872 -2.987 4.639
H 3.004 -1.924 3.769
H -0.937 -3.445 2.413
H -0.268 -4.901 1.637
H -0.093 -4.664 3.393
H 4.714 -2.605 -0.399
H 5.762 -1.234 0.031
H 5.007 -2.211 1.310
H 2.515 1.027 -1.451
H 4.280 1.150 -1.263
H 3.576 -0.201 -2.186
H 2.618 1.177 1.950
H 3.812 0.090 2.695
H 4.345 1.355 1.560
```


Below is 5 unconnected molecules or ions with the total composition C19H41ClNO6P2 at a distorted geometry, with properties calculated with wB97M-V/def2-TZVPD.

* HOMO energy: -0.4194 Ha
* calculated total energy: -65232.203 eV
* charge: +1
* LUMO: -4.07 eV
* 2S+1: 1
* F_max: 0.1642 hartree/bohr

Structure (XYZ):
```
70
C19H41ClNO6P2 wB97M-V/def2-TZVPD
C 4.888 -0.367 -0.207
C 3.688 -1.316 -0.888
O 3.507 -1.231 -2.207
N 2.955 -2.200 0.083
C 3.256 -3.666 -0.072
P 1.236 -1.820 0.267
P 0.462 -0.244 -1.027
O -1.109 0.176 -0.322
Cl 0.003 -1.015 -2.980
H 5.821 -1.068 -0.055
H 4.481 -0.124 0.885
H 5.121 0.585 -0.844
H 3.904 -3.970 0.885
H 3.914 -3.934 -1.028
H 2.258 -4.285 -0.021
H 1.048 -1.341 1.642
H 0.338 -2.966 0.123
H -1.300 -0.588 0.312
C 1.819 4.368 -4.401
C 1.922 2.962 -4.933
C 2.266 2.176 -3.687
O 1.660 2.861 -2.582
C 1.209 4.145 -3.034
H 1.223 5.034 -5.030
H 2.822 4.800 -4.297
H 0.949 2.641 -5.321
H 2.663 2.847 -5.729
H 3.348 2.156 -3.515
H 1.901 1.146 -3.727
H 0.116 4.115 -3.088
H 1.502 4.914 -2.313
C -2.268 -4.627 2.935
C -3.347 -4.191 1.978
C -3.005 -2.734 1.757
O -1.583 -2.615 1.893
C -1.074 -3.836 2.448
H -2.092 -5.705 2.938
H -2.530 -4.318 3.954
H -3.252 -4.744 1.036
H -4.360 -4.339 2.360
H -3.468 -2.097 2.519
H -3.312 -2.376 0.770
H -0.544 -4.369 1.651
H -0.365 -3.610 3.248
C 4.075 3.951 3.122
C 2.627 3.831 2.724
C 2.728 3.264 1.325
O 3.919 2.465 1.285
C 4.685 2.730 2.469
H 4.233 3.979 4.203
H 4.506 4.861 2.688
H 2.120 3.115 3.381
H 2.081 4.777 2.762
H 2.834 4.060 0.580
H 1.864 2.649 1.058
H 4.607 1.852 3.119
H 5.736 2.876 2.203
C -6.281 -0.809 -1.309
C -7.416 -0.821 -0.318
C -6.703 -1.142 0.977
O -5.380 -0.597 0.870
C -5.155 -0.213 -0.493
H -6.496 -0.241 -2.217
H -6.030 -1.836 -1.598
H -7.867 0.177 -0.259
H -8.204 -1.538 -0.560
H -6.608 -2.224 1.121
H -7.206 -0.717 1.850
H -5.169 0.882 -0.538
H -4.171 -0.563 -0.817
```


Below is a molecular structure, C19H41CuN2OP2 at a distorted geometry, with properties calculated with wB97M-V/def2-TZVPD.

* HOMO energy (alpha / beta): -0.2368 / -0.3698 Ha
* calculated total energy: -88605.305 eV
* charge: +1
* ΔE to the lowest compared entry with this formula, charge and spin: 9.6 kcal/mol
* LUMO (alpha / beta): -2.36 / -2.39 eV
* 2S+1: 2
* F_max: 0.0456 hartree/bohr
* <S²>: 0.76

Structure (XYZ):
```
66
C19H41CuN2OP2 wB97M-V/def2-TZVPD
Cu -1.876 0.930 1.745
P 1.727 0.810 -2.444
P -1.691 -1.280 1.309
N -0.704 -0.833 -1.867
C 0.606 0.242 -3.752
H 0.273 1.108 -4.341
H 1.201 -0.399 -4.424
C -0.636 -0.541 -3.287
H -1.536 0.060 -3.498
H -0.709 -1.460 -3.893
C -1.545 -1.976 -1.513
H -0.927 -2.888 -1.417
H -2.217 -2.151 -2.367
C -2.456 -1.826 -0.283
H -2.923 -2.803 -0.089
H -3.276 -1.122 -0.491
C -2.934 -1.893 2.580
C -4.179 -0.999 2.618
H -4.748 -1.045 1.684
H -3.929 0.054 2.803
H -4.842 -1.327 3.424
C -0.330 -2.569 1.386
C 0.737 -2.132 2.395
H 1.563 -2.857 2.372
H 0.331 -2.109 3.415
H 1.139 -1.139 2.151
C 3.477 0.978 -2.826
C 4.201 1.722 -1.703
H 5.274 1.512 -1.766
H 3.872 1.385 -0.715
H 4.072 2.805 -1.756
C 1.006 2.407 -1.943
C 1.326 2.840 -0.515
H 0.785 3.779 -0.329
H 2.395 3.029 -0.364
H 0.988 2.105 0.223
C -2.387 1.592 0.210
O -2.565 1.987 -0.866
C -0.814 -4.018 1.618
H -1.899 -4.124 1.757
H -0.543 -4.646 0.754
H -0.313 -4.440 2.500
C 3.729 1.519 -4.234
H 4.796 1.412 -4.469
H 3.170 0.952 -4.990
H 3.464 2.581 -4.337
C 1.318 3.516 -2.946
H 0.730 4.400 -2.673
H 2.372 3.820 -2.934
H 1.042 3.251 -3.973
C -2.253 -1.985 3.951
H -1.679 -1.074 4.164
H -3.019 -2.096 4.728
H -1.578 -2.847 4.038
H -3.233 -2.895 2.237
H -0.078 2.201 -1.982
H 0.120 -2.529 0.381
H 3.825 -0.067 -2.812
H 0.244 -0.857 -1.432
H 1.779 -0.215 -1.469
C 0.267 2.218 5.431
C -0.387 1.592 4.311
N -0.907 1.199 3.352
H 0.007 3.282 5.449
H 1.356 2.106 5.354
H -0.077 1.751 6.360
```